Entry 1:
60
Properties=species:S:1:pos:R:3 method="wB97M-V/def2-TZVPD" homo_lumo_gap_ev=6.33 total_energy_ev=-77157.0693 lumo_energy_ev=-1.93 e_above_lowest_kcal_mol=0.0 mol_weight_da=611.84 smiles="O=C1C=C(O)C(=O)C=C1O.O=C1C=C(O)C(=O)C=C1O.O=C1C=C(O)C(=O)C=C1O.C=CCP(CC(=O)Cl)OC#N"
O 6.0262 0.4666 -1.7237
C 4.8931 0.5565 -1.2865
C 4.0615 1.7340 -1.4017
C 2.8333 1.7284 -0.8682
O 2.0085 2.7646 -0.9407
C 2.2865 0.5308 -0.1405
O 1.1637 0.6277 0.3325
C 3.1055 -0.6572 -0.0383
C 4.3332 -0.6539 -0.5775
O 5.1519 -1.6935 -0.5344
H 4.4664 2.5926 -1.9174
H 1.1869 2.4931 -0.4892
H 2.6953 -1.5158 0.4745
H 5.9674 -1.4122 -0.9958
O -0.5550 -7.7845 0.2463
C -1.1508 -6.7432 0.0482
C -0.7373 -5.4539 0.5683
C -1.4758 -4.3681 0.3028
O -1.1624 -3.1546 0.7391
C -2.7358 -4.4430 -0.5235
O -3.3545 -3.4045 -0.7002
C -3.1386 -5.7226 -1.0624
C -2.3982 -6.8103 -0.7998
O -2.6933 -8.0175 -1.2523
H 0.1656 -5.4122 1.1608
H -1.8566 -2.5528 0.4103
H -4.0345 -5.7605 -1.6661
H -1.9979 -8.6145 -0.9112
O 3.7619 3.1296 1.3032
C 3.8466 3.9430 2.2070
C 4.8776 4.9564 2.2881
C 4.8936 5.7974 3.3320
O 5.7984 6.7526 3.4846
C 3.8672 5.7223 4.4356
O 3.9735 6.5168 5.3508
C 2.8222 4.7210 4.3417
C 2.8044 3.8821 3.2970
O 1.8814 2.9414 3.1397
H 5.6091 5.0008 1.4938
H 5.5758 7.2057 4.3220
H 2.0826 4.6853 5.1288
H 2.0960 2.4715 2.3112
C -1.4048 1.0464 -1.9089
C -2.0441 0.0945 -2.6852
C -3.0739 -0.8076 -2.1058
P -4.7414 -0.1772 -2.5947
C -5.6556 -0.6493 -1.0627
C -7.1442 -0.7292 -1.2498
O -7.6997 -1.5956 -1.8364
Cl -8.0615 0.5726 -0.4777
O -4.4480 1.5147 -2.5283
C -5.5224 2.2411 -2.5805
N -6.4311 2.9344 -2.4292
H -0.6777 0.6923 -1.1805
H -1.5448 2.1127 -2.0682
H -1.7801 -0.0552 -3.7347
H -3.0001 -1.8583 -2.3844
H -3.0128 -0.6924 -1.0147
H -5.3934 -0.0257 -0.2060
H -5.3090 -1.6637 -0.8411

Entry 2:
53
Properties=species:S:1:pos:R:3 method="wB97M-V/def2-TZVPD" homo_lumo_gap_ev=6.56 total_energy_ev=-57152.7554 lumo_energy_ev=-0.68 e_above_lowest_kcal_mol=18.7 mol_weight_da=759.34
Ir -0.2701 0.3876 -0.0508
C -4.5721 0.1323 -0.3265
C -4.9395 0.0804 1.0123
C -3.9735 0.2072 1.9906
C -2.6447 0.3854 1.6214
N -2.3034 0.4166 0.3130
C -3.2395 0.2914 -0.6375
C -1.5009 0.4584 2.5334
C -1.6288 0.6525 3.9063
C -0.5036 0.6570 4.7102
C 0.7456 0.4485 4.1348
C 0.8807 0.2759 2.7657
C -0.2346 0.3173 1.9260
H -5.2967 0.0326 -1.1211
H -5.9743 -0.0730 1.2886
H -4.2302 0.1418 3.0377
H -2.8868 0.3308 -1.6609
H -2.6067 0.8064 4.3465
H -0.5958 0.8113 5.7769
H 1.6272 0.4190 4.7635
H 1.8662 0.1026 2.3509
N 2.4016 -0.9592 -1.6376
C 2.7399 0.1297 -0.9404
C 4.0788 0.5877 -0.9307
C 4.4026 1.7330 -0.2649
C 3.3963 2.4487 0.3982
C 2.1315 1.9358 0.3725
N 1.7875 0.7822 -0.2511
H 3.0681 -1.3537 -2.2767
H 1.4308 -1.1197 -1.8665
H 4.8205 0.0235 -1.4791
H 5.4238 2.0912 -0.2666
H 3.5971 3.3694 0.9241
H 1.3207 2.4430 0.8795
N -1.8113 3.2991 -2.8193
C -1.2250 2.0869 -2.6545
O -0.5387 1.9033 -1.6105
C -1.4195 1.0969 -3.6488
C -2.2749 1.3575 -4.7421
N -2.9892 1.5651 -5.6256
C -0.6842 -0.1061 -3.5784
N -0.0831 -1.0916 -3.5248
H -1.6923 3.9858 -2.0981
H -2.3371 3.5205 -3.6463
Te -0.8397 -2.1851 0.0034
C 0.8497 -3.3806 -0.2524
C 1.7959 -3.6957 0.6837
C 2.7705 -4.6069 0.2006
C 2.5319 -4.9843 -1.0879
S 1.1318 -4.2359 -1.7159
H 1.7949 -3.2742 1.6791
H 3.6019 -4.9727 0.7858
H 3.1005 -5.6755 -1.6898

Entry 3:
49
Properties=species:S:1:pos:R:3 method="wB97M-V/def2-TZVPD" homo_lumo_gap_ev=7.42 total_energy_ev=-35807.0488 lumo_energy_ev=-0.40 e_above_lowest_kcal_mol=70.5 mol_weight_da=397.43 smiles="Cn1ccc2ccc3c4[nH]c5c(CCCO)cccc5c4c4c(c3c21)C(=O)NC4=O"
C -3.3466 -1.2662 -4.4921
N -1.8998 -0.7693 -4.5181
C -1.2627 -1.0207 -5.6925
C 0.1270 -0.9273 -5.4593
C 0.1746 -0.5675 -3.9793
C 1.4054 -0.4183 -3.3623
C 1.4014 -0.0576 -2.0282
C 0.1099 0.0475 -1.3790
C 0.0397 0.2155 -0.0144
N 1.1210 0.2700 0.9569
C 0.6031 0.5336 2.1599
C 1.3021 0.8911 3.3326
C 2.7634 0.7313 3.3811
C 3.3985 -0.6578 3.0781
C 4.9395 -0.6073 3.1804
O 5.4742 0.0555 4.3572
C 0.4315 1.2782 4.3994
C -0.9136 1.2024 4.2923
C -1.5662 0.8179 3.1729
C -0.7861 0.6598 2.0226
C -1.1528 0.3461 0.6263
C -2.4161 0.4347 -0.0607
C -2.2984 0.2687 -1.3974
C -1.0998 0.0235 -2.0983
C -1.0638 -0.4227 -3.4080
C -3.6756 0.4753 -1.7320
O -4.1830 0.8430 -2.7249
N -4.5960 0.5421 -0.6904
C -3.8233 0.5058 0.4131
O -4.2015 1.0431 1.4493
H -3.6704 -1.5905 -3.4442
H -3.4325 -2.0990 -5.2142
H -4.0730 -0.5046 -4.7251
H -1.7700 -1.2018 -6.6588
H 0.9661 -0.9645 -6.2087
H 2.4258 -0.3912 -3.7690
H 2.3625 0.0071 -1.4586
H 2.1561 0.2258 0.7883
H 3.0164 0.9758 4.4565
H 3.1869 1.4961 2.7280
H 3.0382 -1.0215 2.0730
H 3.0390 -1.4225 3.7472
H 5.2211 -1.6617 3.2318
H 5.4674 -0.2216 2.3585
H 5.7501 -0.5687 5.0535
H 0.8242 1.4109 5.4156
H -1.5088 1.3714 5.2003
H -2.5797 0.5394 3.3980
H -5.4255 1.1508 -0.7570